Arrangement A

An isolated molecule of C5H8N2, computed with ωB97M-V with the def2-TZVPD basis set.

Properties
highest occupied orbital energy: -7.7 eV
molar mass: 96.1 Da
LUMO energy: 0.993 eV

Geometry as ORCA input:
```
! wB97M-V def2-TZVPD RIJCOSX def2/J DEFGRID3
* xyz 0 1
H -2.65 -0.41 0.99
H 2.52 -0.85 -1.73
H 1.72 0.49 1.46
C -2.34 0.08 0.06
N -0.90 0.21 0.01
C -0.19 1.12 0.70
H 3.20 -0.23 -0.38
C 1.16 0.79 0.59
C -0.05 -0.70 -0.58
H -0.40 -1.64 -0.98
H -0.71 1.96 1.16
H -2.79 1.07 0.00
H -2.66 -0.53 -0.79
N 2.46 -0.84 -0.72
C 1.23 -0.28 -0.34
*
```

Arrangement B

An isolated molecule of C5H8N2, computed with ωB97M-V with the def2-TZVPD basis set.

Properties
highest occupied orbital energy: -9.0 eV
molar mass: 96.1 Da
LUMO energy: 0.824 eV

Geometry as ORCA input:
```
! wB97M-V def2-TZVPD RIJCOSX def2/J DEFGRID3
* xyz 0 1
C -0.77 1.96 0.06
C -1.15 -1.30 -0.34
H 0.74 -1.79 0.55
H -1.48 1.37 0.59
N 3.27 -0.50 -0.35
C -0.02 -1.07 0.59
H -0.85 3.01 -0.08
N 0.90 0.04 0.13
H -1.86 -0.45 -0.63
C 0.48 1.53 -0.20
H -0.61 -1.55 -1.30
H -0.40 -0.91 1.62
H 1.24 2.23 -0.49
H -1.64 -2.31 0.08
C 2.16 -0.25 -0.23
*
```

Arrangement C

An isolated molecule of C5H8N2, computed with ωB97M-V with the def2-TZVPD basis set.

Properties
highest occupied orbital energy: -9.0 eV
molar mass: 96.1 Da
LUMO energy: 0.947 eV

Geometry as ORCA input:
```
! wB97M-V def2-TZVPD RIJCOSX def2/J DEFGRID3
* xyz 0 1
C 0.80 -0.18 2.76
H -0.40 -1.42 -3.08
C -0.40 -0.28 0.65
H 0.14 0.74 -3.65
N -0.53 -1.24 -2.08
C -0.34 -0.01 -1.81
C -0.23 -0.79 1.83
H 0.87 -0.72 3.71
H -1.00 1.44 -0.29
H 1.79 -0.13 2.29
H 0.43 1.81 -2.38
H 0.46 0.84 2.97
H -0.93 -1.54 2.22
N -0.10 1.02 -2.71
C -0.55 0.46 -0.42
*
```

Which of them is the most stable? Correct choice: arrangement A.

Arrangement A

A cluster of 2 separate species, ClH4NSi in total, computed with ωB97M-V with the def2-TZVPD basis set.

Properties
highest occupied orbital energy: -8.7 eV
molar mass: 81.6 Da
LUMO energy: 0.581 eV

Geometry as ORCA input:
```
! wB97M-V def2-TZVPD RIJCOSX def2/J DEFGRID3
* xyz 0 1
H -0.33 1.95 -0.08
H -1.63 1.01 0.00
Cl 2.11 -0.03 0.14
N -0.59 0.99 -0.18
H 0.19 -1.68 -1.01
H 0.01 -1.80 1.34
Si 0.24 -0.44 -0.21
*
```

Arrangement B

A cluster of 2 separate species, ClH4NSi in total, computed with ωB97M-V with the def2-TZVPD basis set.

Properties
highest occupied orbital energy (spin up / spin down): -9.0 / -7.6 eV
molar mass: 81.6 Da
LUMO energy (spin up / spin down): -0.340 / -0.446 eV

Geometry as ORCA input:
```
! wB97M-V def2-TZVPD RIJCOSX def2/J DEFGRID3
* xyz 0 1
Cl -1.53 1.71 -0.58
H 1.04 0.25 1.49
H 0.37 -1.72 -1.93
N 0.75 0.51 0.58
Si -0.75 -0.02 -0.06
H 1.53 0.55 -0.05
H -1.41 -1.28 0.55
*
```

Arrangement C

An isolated molecule of ClH4NSi, computed with ωB97M-V with the def2-TZVPD basis set.

Properties
highest occupied orbital energy: -7.2 eV
molar mass: 81.6 Da
LUMO energy: -0.771 eV

Geometry as ORCA input:
```
! wB97M-V def2-TZVPD RIJCOSX def2/J DEFGRID3
* xyz 0 1
Cl 2.33 -0.09 0.42
N 3.17 0.62 -0.71
Si 0.10 -0.63 -0.36
H 0.62 0.16 -1.53
H 2.62 1.14 -1.41
H 0.31 -2.18 -0.29
H -0.99 -0.15 0.51
*
```

Which of them is the most stable? Correct choice: arrangement A.

Arrangement A

A cluster of 2 separate species, C4H11N3O2 in total, computed with ωB97M-V with the def2-TZVPD basis set.

Properties
highest occupied orbital energy: -9.0 eV
molar mass: 133.2 Da
LUMO energy: 0.876 eV

Geometry as ORCA input:
```
! wB97M-V def2-TZVPD RIJCOSX def2/J DEFGRID3
* xyz 0 1
C -1.10 -1.07 1.23
H -2.37 -2.72 1.15
C 0.46 -0.69 3.03
H -2.62 -1.58 -0.10
O 1.17 -0.03 -1.93
H 0.39 1.38 -0.19
N -2.11 -1.85 0.71
H 0.58 2.17 -3.74
O 0.37 1.86 -1.04
H -0.23 0.03 3.46
H 0.16 -2.45 2.00
N -0.34 -1.61 2.24
H 1.72 3.08 -2.76
N -0.93 0.15 0.90
H 1.34 -0.27 2.53
H 2.32 1.64 -3.60
H 0.79 -1.16 3.97
H -1.54 0.59 0.22
C 1.45 2.07 -3.09
C 1.01 1.17 -1.99
*
```

Arrangement B

A cluster of 2 separate species, C4H11N3O2 in total, computed with ωB97M-V with the def2-TZVPD basis set.

Properties
highest occupied orbital energy: -8.7 eV
molar mass: 133.2 Da
LUMO energy: 0.808 eV

Geometry as ORCA input:
```
! wB97M-V def2-TZVPD RIJCOSX def2/J DEFGRID3
* xyz 0 1
N 1.60 0.17 1.06
O -0.93 1.36 -1.44
H -0.26 -1.28 -2.19
H -1.78 3.20 0.50
N 0.07 -1.55 1.32
H 0.07 2.92 0.18
O -2.10 0.47 0.26
H -0.65 2.18 1.56
C -0.88 2.58 0.57
H 1.00 -2.47 -2.27
H -0.89 0.53 -1.96
H -0.16 -2.73 -0.98
H 2.01 0.81 0.40
N 1.24 -1.08 -0.78
H -0.59 -2.18 0.89
H 0.27 -1.58 2.29
C -1.37 1.31 -0.18
C 0.33 -1.95 -1.57
C 0.88 -0.85 0.45
H 2.14 0.14 1.91
*
```

Arrangement C

A cluster of 2 separate species, C4H11N3O2 in total, computed with ωB97M-V with the def2-TZVPD basis set.

Properties
highest occupied orbital energy: -9.3 eV
molar mass: 133.2 Da
LUMO energy: 0.652 eV

Geometry as ORCA input:
```
! wB97M-V def2-TZVPD RIJCOSX def2/J DEFGRID3
* xyz 0 1
H -2.58 1.46 -2.04
C -2.67 0.54 -2.60
H 0.76 0.16 3.07
O -0.58 -0.53 -2.36
H 3.18 0.38 1.36
N 1.31 -0.04 2.26
H -0.01 -0.90 -1.65
O -2.35 -1.51 -1.39
N -0.61 0.08 0.99
C 0.74 -0.25 1.03
H -0.77 0.45 0.05
H 2.20 -1.18 0.13
C -1.90 -0.63 -2.07
H 2.81 1.12 2.93
H -2.27 0.83 -3.59
H -3.65 0.29 -3.00
H -0.92 0.84 1.58
N 1.26 -0.80 0.02
H 3.28 -0.53 2.95
C 2.76 0.21 2.34
*
```

Arrangement D

A cluster of 2 separate species, C4H11N3O2 in total, computed with ωB97M-V with the def2-TZVPD basis set.

Properties
highest occupied orbital energy: -8.3 eV
molar mass: 133.2 Da
LUMO energy: 0.739 eV

Geometry as ORCA input:
```
! wB97M-V def2-TZVPD RIJCOSX def2/J DEFGRID3
* xyz 0 1
H -0.91 -1.16 1.96
H -2.94 1.80 -2.10
H -0.17 0.11 2.54
O -0.32 2.00 -0.52
O -1.77 0.44 -0.06
C -1.91 1.57 -2.21
H -1.84 0.88 -3.06
C -1.42 1.25 -0.88
H 1.94 -2.98 -0.42
N 0.01 -0.86 2.20
N 0.64 -1.34 -0.01
H -1.51 2.46 -2.71
H 2.25 -1.48 -1.27
C 0.89 -0.82 1.11
H 2.44 0.01 2.33
H 0.21 1.73 0.22
N 2.14 -0.25 1.42
C 1.46 -2.11 -0.92
H 0.92 -2.63 -1.74
H 2.84 -0.21 0.70
*
```

Which of them is the most stable? Correct choice: arrangement A.

Arrangement A

The ion C7H13N2S with charge +1, computed with ωB97M-V with the def2-TZVPD basis set.

Properties
highest occupied orbital energy: -12.4 eV
molar mass: 157.3 Da
LUMO energy: -5.715 eV

Geometry as ORCA input:
```
! wB97M-V def2-TZVPD RIJCOSX def2/J DEFGRID3
* xyz 1 1
H 1.61 1.50 -0.63
C 0.97 -0.35 -0.03
C -0.43 0.39 0.14
H 0.77 -2.10 1.20
N -0.49 1.85 0.09
S -2.98 0.21 -0.64
H -1.40 3.47 -0.45
H 1.23 -2.31 -0.52
H -3.41 2.40 -1.35
H -0.17 0.26 2.32
C 1.31 -1.74 0.35
H 1.81 0.32 -1.72
C -1.32 -0.48 -0.85
C -0.96 -0.08 1.54
H 2.41 -1.62 0.77
H -1.09 -1.10 1.54
N -2.59 1.83 -1.10
H 2.93 0.13 -0.51
H -1.88 0.40 1.66
C 1.96 0.44 -0.72
H -0.83 -0.48 -1.92
C -1.50 2.41 -0.49
H -1.38 -1.47 -0.44
*
```

Arrangement B

A cluster of 2 separate species, C7H13N2S in total, computed with ωB97M-V with the def2-TZVPD basis set.

Properties
highest occupied orbital energy: -12.5 eV
molar mass: 157.3 Da
LUMO energy: -5.039 eV

Geometry as ORCA input:
```
! wB97M-V def2-TZVPD RIJCOSX def2/J DEFGRID3
* xyz 1 1
H 2.50 2.02 -0.12
N 0.93 -1.52 -0.33
H -0.26 2.00 -1.48
H -1.05 1.74 1.67
C -0.58 0.95 1.08
H 1.30 1.72 -2.28
H 0.94 3.28 -1.59
H -0.14 -3.72 0.48
C 1.44 1.81 -0.16
H -0.39 -0.80 -1.76
H -1.11 -2.65 1.50
H -2.09 -2.21 -1.03
C 0.80 2.21 -1.45
C -0.23 -1.47 -0.92
H 1.47 1.08 1.78
C -1.09 -3.18 0.55
C 2.06 -1.08 -0.19
S 3.56 -0.91 0.10
H -0.71 0.02 1.64
N -1.21 -2.25 -0.55
H -1.91 -3.89 0.52
H -1.12 0.89 0.14
C 0.86 1.27 0.91
*
```

Which of them is the most stable? Correct choice: arrangement B.

Arrangement A

A cluster of 2 separate species, H3N2O2P in total, computed with ωB97M-V with the def2-TZVPD basis set.

Properties
highest occupied orbital energy (spin up / spin down): -9.4 / -9.4 eV
molar mass: 94.0 Da
LUMO energy (spin up / spin down): -0.900 / -0.899 eV

Geometry as ORCA input:
```
! wB97M-V def2-TZVPD RIJCOSX def2/J DEFGRID3
* xyz 0 1
H 2.68 0.00 0.82
H -2.29 0.16 0.38
N -1.80 0.00 -0.47
O -0.26 -1.39 1.07
N 2.54 0.83 0.20
O 1.49 0.84 -0.38
P -0.35 -0.95 -0.28
H -2.01 0.51 -1.34
*
```

Arrangement B

A cluster of 2 separate species, H3N2O2P in total, computed with ωB97M-V with the def2-TZVPD basis set.

Properties
highest occupied orbital energy (spin up / spin down): -10.0 / -8.8 eV
molar mass: 94.0 Da
LUMO energy (spin up / spin down): -1.319 / -1.035 eV

Geometry as ORCA input:
```
! wB97M-V def2-TZVPD RIJCOSX def2/J DEFGRID3
* xyz 0 1
P 0.02 -1.11 0.07
H 1.68 -0.82 -1.37
O -1.06 1.38 0.09
H 1.47 0.79 -0.80
O -2.42 -0.30 0.46
H 0.55 0.05 2.15
N 1.09 -0.19 -0.79
N -1.33 0.20 0.18
*
```

Which of them is the most stable? Correct choice: arrangement A.

Arrangement A

A structure of composition C5H5NO2, computed with ωB97M-V with the def2-TZVPD basis set.

Properties
highest occupied orbital energy: -9.7 eV
molar mass: 111.1 Da
LUMO energy: 0.717 eV

Geometry as ORCA input:
```
! wB97M-V def2-TZVPD RIJCOSX def2/J DEFGRID3
* xyz 0 1
C 1.72 0.11 -0.08
C -1.95 1.08 -0.03
O 2.30 -1.16 -0.05
C -0.51 0.58 -0.08
H -2.57 0.18 0.04
C 0.96 -1.78 0.05
H 0.99 -2.24 0.94
H 1.01 -2.59 -0.81
H -2.15 1.57 0.83
N 1.68 1.40 0.01
C 0.22 -0.53 -0.02
O 0.33 1.69 0.02
H -2.03 1.67 -0.82
*
```

Arrangement B

An isolated molecule of C5H5NO2, computed with ωB97M-V with the def2-TZVPD basis set.

Properties
highest occupied orbital energy: -9.7 eV
molar mass: 111.1 Da
LUMO energy: 0.875 eV

Geometry as ORCA input:
```
! wB97M-V def2-TZVPD RIJCOSX def2/J DEFGRID3
* xyz 0 1
C -1.02 0.01 2.13
H -0.96 -1.61 -1.52
N 1.03 -1.21 -1.86
H 1.37 1.26 0.45
C -0.19 0.01 -0.29
H -0.17 -0.50 2.28
H -1.75 -0.28 2.89
C -0.21 -0.95 -1.40
O 1.72 -0.21 -1.26
C 1.08 0.47 -0.22
H -2.23 0.55 0.14
O -0.93 1.33 1.70
C -1.29 0.47 0.67
*
```

Which of them is the most stable? Correct choice: arrangement B.